# 1
The following is a DFT calculation (the ωB97M-V functional and the def2-TZVPD basis) of a 2-piece molecular cluster, C10H16N2O4 overall.

Geometry (Å):
C: 0.6786 3.8894 -3.2123
C: -0.0835 3.0734 -2.1887
O: 0.8696 2.5319 -1.2768
C: 0.4102 1.5098 -0.4577
O: -0.1991 0.4600 -1.2064
C: 0.7584 -0.4309 -1.5571
O: 0.6574 -1.2430 -2.4184
O: 1.8223 -0.2972 -0.7385
C: 1.6223 0.8125 0.1528
C: 1.4924 0.3695 1.6035
N: 0.0938 0.2698 2.0470
H: 1.3098 3.2243 -3.8001
H: 1.3345 4.5923 -2.7003
H: -0.0056 4.4226 -3.8672
H: -0.8029 3.6993 -1.6499
H: -0.6361 2.2747 -2.6814
H: -0.3291 1.8506 0.2638
H: 2.4770 1.4756 0.0311
H: 2.0207 -0.5864 1.6909
H: 2.0239 1.0766 2.2365
H: -0.3103 -0.6044 1.7220
H: 0.0751 0.2037 3.0579
C: -2.6652 -2.9112 1.3984
C: -2.1432 -3.8645 2.3157
C: -0.7966 -3.9581 2.0873
N: -0.4849 -3.0960 1.0708
C: -1.6190 -2.4564 0.6423
H: -3.6913 -2.5985 1.3035
H: -2.6950 -4.4205 3.0547
H: -0.0396 -4.5627 2.5560
H: 0.4322 -2.9681 0.6810
H: -1.5770 -1.7381 -0.1601

As for the SMILES: CCO[C@H]1OC(=O)O[C@@H]1CN.c1cc[nH]c1. Its LUMO energy is 0.69 eV. The total charge is 0. The value obtained for the total energy is -801.122154 Eh.

# 2
The following is a DFT calculation (the ωB97M-V functional and the def2-TZVPD basis) of one molecule with the formula C10H16N3P in a non-equilibrium geometry.

Geometry (Å):
C: 1.1063 -0.6705 2.8428
N: 1.0552 0.2833 1.7235
C: 0.7741 1.6006 2.0754
C: 1.2419 -0.1437 0.4947
N: 1.5966 -1.3949 0.2826
C: 1.3853 -1.5823 -1.0768
C: 0.6480 -0.6427 -1.8310
P: 0.5713 0.9592 -0.8995
N: -1.1420 0.9037 -0.4515
C: -1.8180 2.1331 -0.1747
C: -1.6173 -0.2100 0.2830
C: 0.5936 -1.0971 -3.2398
C: 1.2872 -2.4472 -3.1843
C: 1.6447 -2.7757 -1.9047
H: 2.0225 -0.5196 3.3515
H: 0.1975 -0.5286 3.5995
H: 1.1281 -1.6062 2.2994
H: -0.1408 1.9842 2.5697
H: 1.5869 1.9695 2.7810
H: 0.8431 2.1931 1.1665
H: -1.1969 2.9209 -0.4618
H: -2.8261 2.1065 -0.7749
H: -1.8589 2.1249 0.8939
H: -1.0870 -1.1715 -0.0708
H: -1.0868 -0.2305 1.2689
H: -2.7161 -0.1106 0.3838
H: 1.2231 -0.5246 -4.0616
H: -0.4529 -0.9631 -3.6739
H: 1.4056 -2.9661 -4.1773
H: 2.2237 -3.5632 -1.4174

As for the SMILES: CN(C)c1nc2c(p1N(C)C)CC=C2. Its LUMO energy (alpha / beta) is 0.62 / 0.62 eV. The total charge is 0. The value obtained for the total energy is -896.135790 Eh.

# 3
The following is a DFT calculation (the ωB97M-V functional and the def2-TZVPD basis) of one molecule with the formula C10H16N4 in a non-equilibrium geometry.

Geometry (Å):
C: -3.4026 1.8366 0.4848
C: -2.9558 0.3983 0.2138
N: -1.7539 0.2610 -0.0959
C: -1.1788 -1.0686 -0.3085
C: -0.9618 -1.1758 -1.8285
C: 0.1600 -1.1388 0.4355
N: 1.2948 -0.5198 -0.1643
C: 2.6435 -1.1473 -0.1142
C: 3.3944 -1.0474 1.2554
C: 1.1007 0.9107 -0.1367
C: -0.0066 1.6043 0.0440
N: -0.4665 2.6433 0.5033
C: 2.2590 1.6238 -0.4250
N: 3.1523 2.2587 -0.6478
H: -4.4682 1.6410 0.6686
H: -2.9520 2.1738 1.3864
H: -3.1414 2.4758 -0.3419
H: -3.5360 -0.4709 0.5125
H: -1.8675 -1.9397 -0.0932
H: -0.1045 -0.4807 -2.3014
H: -1.9240 -0.8896 -2.3513
H: -0.8244 -2.2555 -2.2388
H: 0.0026 -0.7649 1.4470
H: 0.2072 -2.1331 0.6776
H: 3.2790 -0.7174 -1.0016
H: 2.4632 -2.2947 -0.3950
H: 2.8473 -1.4723 1.9658
H: 4.3728 -1.5298 1.2825
H: 3.4946 0.0022 1.5501
H: -1.1274 3.2170 0.0167

As for the SMILES: C/C=N/[C@@H](C)CN(CC)C(=C=N)C#N. Its LUMO energy is 0.72 eV. The total charge is 0. The value obtained for the total energy is -609.485883 Eh.

# 4
The following is a DFT calculation (the ωB97M-V functional and the def2-TZVPD basis) of C10H16N4NiS2 as an isolated structure in a non-equilibrium geometry.

Geometry (Å):
Ni: -0.1747 -0.4278 -0.1449
S: -1.5706 -1.8217 0.7376
C: -1.0137 -3.3717 0.1516
C: -1.6732 -4.5452 0.6610
N: -2.1949 -5.4743 1.0908
C: -0.0164 -3.4435 -0.7281
S: 0.7672 -1.9910 -1.3041
C: 0.4602 -4.6991 -1.2460
N: 0.8694 -5.6866 -1.6673
C: 2.3725 0.6150 -1.4109
N: 1.0104 0.9705 -0.9826
C: 0.1960 1.2268 -2.1968
C: 1.0226 2.1642 -0.1233
C: -0.3111 2.3117 0.5592
N: -0.7327 1.0196 1.1226
C: -2.1580 1.0832 1.4908
C: 0.0596 0.6948 2.3290
H: 2.8009 1.4224 -2.0136
H: 2.3500 -0.2980 -1.9978
H: 2.9967 0.4456 -0.5352
H: 0.5784 2.1053 -2.7314
H: -0.8441 1.3967 -1.9371
H: 0.2473 0.3598 -2.8483
H: 1.2399 3.0600 -0.7167
H: 1.8228 2.0560 0.6087
H: -1.0677 2.6402 -0.1521
H: -0.2538 3.0722 1.3465
H: -2.3185 1.8582 2.2479
H: -2.4773 0.1262 1.8904
H: -2.7527 1.3106 0.6088
H: -0.0494 1.4885 3.0773
H: 1.1108 0.5785 2.0751
H: -0.2958 -0.2471 2.7390

Its LUMO energy (alpha / beta) is 0.02 / 0.02 eV. The total charge is 0. The value obtained for the total energy is -2914.352489 Eh.

> What is the total charge in the first record?

0

> Look up the total charge of the fourth one.

0